# H66O33

A cluster of 33 separate species, H66O33 in total at a distorted geometry (the ωB97M-V functional and the def2-TZVPD basis, OMol25).

Values from the calculation:
HOMO-LUMO gap, Eh: 0.4046
Charge: 0
Electronic energy, eV: -68645.3788
Lowest unoccupied orbital energy, eV: 0.08
Largest force on an atom, eV Å⁻¹: 3.1
Relative energy (zero: lowest compared OMol25 entry of this formula, charge and spin), kJ/mol: 78.0

Element x y z (Å)
1 O 10.578 9.906 12.646
2 H 11.241 10.145 13.316
3 H 10.416 8.963 12.827
4 O 6.199 12.852 11.888
5 H 5.867 12.338 11.175
6 H 7.126 12.589 12.043
7 O 7.026 9.389 10.777
8 H 7.633 8.721 11.064
9 H 7.132 10.166 11.372
10 O 8.535 11.029 6.333
11 H 8.853 11.802 6.878
12 H 7.688 11.268 5.984
13 O 8.735 11.900 12.501
14 H 9.208 11.023 12.423
15 H 9.466 12.524 12.646
16 O 11.222 12.773 15.767
17 H 11.443 13.710 15.665
18 H 10.269 12.661 15.736
19 O 13.253 15.862 12.221
20 H 13.933 15.781 11.552
21 H 12.772 16.631 11.998
22 O 13.421 8.740 11.430
23 H 14.224 9.071 11.046
24 H 12.854 8.478 10.676
25 O 8.815 9.256 8.802
26 H 8.689 9.563 7.944
27 H 8.119 9.776 9.288
28 O 14.668 6.797 8.562
29 H 15.407 6.688 7.959
30 H 13.904 6.260 8.184
31 O 12.724 10.980 14.267
32 H 13.223 11.515 13.618
33 H 12.260 11.682 14.835
34 O 9.269 7.572 11.613
35 H 9.458 6.620 11.682
36 H 10.026 7.976 11.079
37 O 8.997 16.642 11.186
38 H 8.860 15.998 11.853
39 H 8.154 17.036 10.960
40 O 10.566 14.910 9.596
41 H 10.057 15.667 9.964
42 H 11.526 15.040 9.385
43 O 7.934 13.339 14.946
44 H 6.917 13.530 15.014
45 H 7.916 12.740 14.149
46 O 5.207 14.178 14.300
47 H 5.274 13.796 13.401
48 H 5.142 15.129 14.140
49 O 14.021 13.865 15.290
50 H 13.933 13.060 15.777
51 H 14.780 13.823 14.738
52 O 14.130 8.410 14.282
53 H 13.989 8.180 13.359
54 H 13.403 9.037 14.518
55 O 11.641 15.919 15.299
56 H 11.404 15.818 16.236
57 H 12.584 15.636 15.277
58 O 14.898 9.815 7.581
59 H 14.058 10.285 7.461
60 H 14.703 8.914 7.682
61 O 12.108 6.847 6.882
62 H 11.684 7.490 6.373
63 H 11.519 6.092 6.877
64 O 11.341 7.995 9.661
65 H 10.703 8.692 9.520
66 H 11.429 7.630 8.822
67 O 15.946 10.238 10.163
68 H 15.506 10.139 9.254
69 H 16.767 9.767 10.183
70 O 15.559 11.950 12.397
71 H 15.644 11.172 11.809
72 H 15.721 11.558 13.271
73 O 12.820 11.564 7.842
74 H 12.137 12.139 7.392
75 H 12.493 11.379 8.778
76 O 13.199 14.914 9.086
77 H 13.803 14.367 9.735
78 H 13.168 14.445 8.236
79 O 15.032 13.663 10.483
80 H 15.927 13.576 10.166
81 H 14.983 12.998 11.164
82 O 11.546 13.526 11.884
83 H 11.056 14.150 11.323
84 H 11.988 14.125 12.482
85 O 10.063 12.491 8.102
86 H 10.368 11.907 8.822
87 H 10.117 13.353 8.514
88 O 9.429 15.115 13.397
89 H 10.090 15.714 13.748
90 H 8.869 14.811 14.145
91 O 16.030 10.256 14.786
92 H 16.884 9.932 14.959
93 H 15.467 9.508 14.656
94 O 9.114 6.145 8.098
95 H 8.764 7.051 8.331
96 H 9.638 6.153 8.909
97 O 11.539 11.204 10.384
98 H 11.683 12.035 10.887
99 H 11.813 10.559 11.052